Here is a cluster of 10 separate species, C40H110N10O10 in total in a non-equilibrium geometry from the OMol25 dataset. Energies are from ωB97M-V/def2-TZVPD.

energy relative to the best compared isomer or geometry (same formula, charge and spin): 3.479 eV
calculated total energy: -2889.6833 a.u.
frontier orbital gap: 8.93 eV
SMILES string: COC[C@H](C)N.COC[C@H](C)N.COC[C@H](C)N.COC[C@H](C)N.COC[C@H](C)N.COC[C@H](C)N.COC[C@H](C)N.COC[C@H](C)N.COC[C@H](C)N.COC[C@H](C)N
net charge: 0

```
170
Properties=species:S:1:pos:R:3:lowdin_charge:R:1
C -13.3448 2.6514 19.4909 -0.064
C -13.9687 1.4208 18.9283 -0.500
C -15.4399 1.5980 18.5308 -0.167
O -16.1397 1.8088 19.7923 -0.196
C -17.4201 2.4977 19.5547 -0.080
N -13.1652 0.9910 17.8561 0.027
H -12.3131 2.4014 19.7383 0.076
H -13.7960 2.8224 20.4682 0.061
H -13.3808 3.4811 18.7849 0.087
H -13.8893 0.6735 19.7178 0.139
H -15.7740 0.6443 18.1223 0.116
H -15.6854 2.3749 17.8068 0.122
H -18.1528 2.0273 18.8989 0.084
H -17.1297 3.5007 19.2421 0.072
H -17.9400 2.6368 20.5025 0.078
H -13.6430 0.2726 17.3310 0.069
H -12.3546 0.5273 18.2407 0.079
C -25.3505 6.0650 17.5969 -0.071
C -24.0106 5.8578 16.8440 -0.395
C -22.8154 5.8109 17.8499 -0.143
O -21.5261 5.9855 17.1971 -0.237
C -20.3970 5.5739 17.9336 -0.120
N -24.0964 4.6888 15.9194 0.046
H -25.4720 7.0792 17.9773 0.065
H -25.3780 5.4022 18.4618 0.069
H -26.3222 5.9034 17.1302 0.073
H -23.9721 6.7136 16.1700 0.116
H -22.7875 4.8280 18.3203 0.123
H -22.8394 6.6183 18.5817 0.111
H -20.1114 6.3197 18.6754 0.054
H -19.5215 5.4079 17.3060 0.088
H -20.5433 4.6254 18.4505 0.085
H -23.3258 4.9669 15.3287 0.057
H -23.6412 3.9323 16.4099 0.058
C -21.0596 7.4514 26.3559 -0.048
C -21.9180 6.5562 25.4559 -0.448
C -21.4609 5.1063 25.2296 -0.165
O -21.8257 4.7117 23.9049 -0.208
C -21.2044 3.4901 23.5174 -0.092
N -23.2763 6.6862 25.9113 0.063
H -21.0994 7.1530 27.4035 0.078
H -21.4639 8.4636 26.3498 0.064
H -20.0341 7.6202 26.0273 0.057
H -21.7770 7.0973 24.5203 0.088
H -21.8267 4.4356 26.0071 0.120
H -20.3719 5.0626 25.2486 0.105
H -21.5524 2.6714 24.1473 0.086
H -20.1251 3.6225 23.5920 0.081
H -21.4805 3.1836 22.5084 0.087
H -23.3477 7.6879 26.0187 0.057
H -23.8440 6.4936 25.0984 0.072
C -20.2310 3.6369 28.7484 -0.073
C -18.7517 3.7329 28.9067 -0.435
C -18.1197 4.9014 28.1060 -0.191
O -18.0963 4.6104 26.7260 -0.197
C -17.3927 5.5559 25.9311 -0.096
N -18.4435 4.0008 30.2935 0.017
H -20.4813 3.4800 27.6992 0.064
H -20.6924 4.5873 29.0166 0.079
H -20.7046 2.8780 29.3712 0.080
H -18.2962 2.7621 28.7113 0.144
H -17.0785 4.9913 28.4157 0.120
H -18.6038 5.8699 28.2308 0.121
H -16.3282 5.6181 26.1572 0.081
H -17.8668 6.5298 26.0533 0.069
H -17.3683 5.3022 24.8713 0.072
H -18.7858 3.2425 30.8662 0.071
H -18.8651 4.8630 30.6083 0.071
C -14.2029 3.2391 24.8627 -0.052
C -13.2147 3.1698 23.6841 -0.433
C -11.8020 3.6423 24.0130 -0.197
O -10.9768 3.4447 22.8701 -0.184
C -9.6356 3.7217 23.0754 -0.134
N -13.2368 1.7906 23.1944 0.043
H -15.2236 3.1745 24.4857 0.073
H -14.0465 4.2257 25.2989 0.069
H -14.0691 2.4074 25.5544 0.079
H -13.6528 3.7693 22.8862 0.117
H -11.4121 3.0318 24.8275 0.127
H -11.8311 4.6626 24.3955 0.122
H -9.2831 4.3892 22.2892 0.085
H -9.0760 2.7918 22.9740 0.086
H -9.3119 4.2009 23.9994 0.087
H -12.9920 1.1391 23.9263 0.066
H -12.4418 1.6665 22.5840 0.055
C -21.3143 9.4220 17.8040 -0.042
C -21.0497 9.4720 16.2793 -0.411
C -19.6422 8.9119 15.9413 -0.195
O -19.4783 8.8275 14.5473 -0.196
C -18.1341 8.8342 14.0312 -0.087
N -22.1123 8.6950 15.7203 0.047
H -21.3638 8.4002 18.1803 0.053
H -22.3093 9.8389 17.9597 0.081
H -20.5710 10.0157 18.3362 0.062
H -21.1421 10.4770 15.8676 0.137
H -19.4713 7.9253 16.3719 0.118
H -18.9438 9.6725 16.2904 0.112
H -17.5612 8.0443 14.5168 0.076
H -17.5715 9.7368 14.2698 0.079
H -18.0727 8.6347 12.9614 0.086
H -21.8324 8.3595 14.8097 0.073
H -21.9988 7.7968 16.1680 0.029
C -16.6403 7.6954 18.6797 -0.031
C -16.3273 9.2213 18.5547 -0.394
C -16.8401 10.0836 19.6979 -0.198
O -18.2331 9.9088 19.8289 -0.233
C -18.9022 10.8588 20.6734 -0.072
N -14.8708 9.4385 18.4956 0.036
H -17.7032 7.5495 18.4873 0.060
H -16.4200 7.4119 19.7089 0.055
H -16.1102 7.0767 17.9556 0.080
H -16.8141 9.5239 17.6276 0.118
H -16.7258 11.1482 19.4938 0.129
H -16.3721 9.8974 20.6645 0.099
H -19.9311 10.5325 20.8248 0.073
H -18.9733 11.8534 20.2331 0.094
H -18.3972 10.8358 21.6390 0.083
H -14.7588 10.4316 18.3493 0.065
H -14.3469 9.1178 17.6939 0.072
C -24.9202 7.8005 21.4192 -0.058
C -23.4284 8.0957 21.6439 -0.420
C -23.1995 9.1307 22.7482 -0.203
O -21.8401 9.3989 22.9679 -0.225
C -21.6730 10.5608 23.6953 -0.114
N -22.7898 6.8210 21.9400 0.069
H -25.3778 7.3554 22.3028 0.080
H -24.9984 7.1303 20.5632 0.053
H -25.3582 8.7173 21.0248 0.074
H -23.0512 8.5257 20.7161 0.127
H -23.7136 8.9065 23.6829 0.124
H -23.6113 10.0664 22.3700 0.121
H -22.2661 11.4012 23.3349 0.095
H -20.6072 10.7480 23.8259 0.083
H -21.9907 10.2864 24.7012 0.080
H -21.9945 6.7428 21.3224 0.035
H -22.4301 6.7562 22.8816 0.027
C -18.9280 7.5839 23.1623 0.001
C -18.8932 7.2119 21.6466 -0.384
C -18.8469 5.6991 21.3820 -0.166
O -17.9293 4.9891 22.2460 -0.202
C -16.5802 5.3159 21.9765 -0.100
N -20.0588 7.7804 21.0396 0.068
H -19.6493 7.1154 23.8319 0.067
H -19.0686 8.6643 23.1953 0.070
H -17.9483 7.3292 23.5664 0.051
H -18.0101 7.6228 21.1573 0.105
H -18.6403 5.5146 20.3277 0.096
H -19.7985 5.1843 21.5144 0.114
H -16.4314 5.4776 20.9089 0.072
H -15.9506 4.4338 22.0936 0.083
H -16.3155 6.1857 22.5777 0.076
H -20.4631 8.4926 21.6308 0.036
H -19.7132 8.3660 20.2929 0.043
C -13.7223 8.6269 24.3091 -0.044
C -14.7908 9.2018 23.3942 -0.441
C -15.6820 10.2393 24.0828 -0.201
O -16.4731 9.4535 24.9571 -0.203
C -17.2956 10.1552 25.9132 -0.074
N -14.1141 9.8242 22.2633 0.035
H -13.4130 9.3990 25.0136 0.080
H -12.8069 8.2868 23.8248 0.074
H -14.1710 7.8486 24.9263 0.070
H -15.4967 8.4953 22.9575 0.115
H -16.2608 10.7106 23.2884 0.107
H -15.0997 11.0175 24.5762 0.128
H -17.7102 9.3685 26.5435 0.077
H -18.1627 10.5760 25.4042 0.071
H -16.8119 10.9241 26.5156 0.087
H -14.7382 10.1724 21.5497 0.029
H -13.5250 9.1588 21.7833 0.070
```

Here is a cluster of 10 separate species, C40H110N10O10 in total in a non-equilibrium geometry from the OMol25 dataset. Energies are from ωB97M-V/def2-TZVPD.

energy relative to the best compared isomer or geometry (same formula, charge and spin): 10.289 eV
calculated total energy: -2889.4331 a.u.
frontier orbital gap: 9.30 eV
SMILES string: COC[C@H](C)N.COC[C@H](C)N.COC[C@H](C)N.COC[C@H](C)N.COC[C@H](C)N.COC[C@H](C)N.COC[C@H](C)N.COC[C@H](C)N.COC[C@H](C)N.COC[C@H](C)N
net charge: 0

```
170
Properties=species:S:1:pos:R:3:lowdin_charge:R:1
C 0.7141 12.3916 -2.2149 -0.056
C 0.8195 12.2139 -0.6839 -0.457
C -0.4665 12.3862 0.0961 -0.193
O -1.1298 13.6148 -0.2528 -0.170
C -2.2846 13.8209 0.4597 -0.159
N 1.5040 10.9604 -0.3607 0.038
H 0.0654 13.1787 -2.5993 0.070
H 0.2512 11.4939 -2.6247 0.077
H 1.6762 12.5877 -2.6882 0.074
H 1.4263 12.9951 -0.2260 0.132
H -0.0551 12.4803 1.1011 0.126
H -1.1063 11.5112 -0.0183 0.127
H -2.2255 13.9650 1.5385 0.087
H -3.0905 13.1443 0.1756 0.089
H -2.6389 14.8126 0.1784 0.086
H 2.1280 11.0338 -1.1514 0.060
H 0.8500 10.2049 -0.5080 0.067
C 3.0702 -10.6980 3.2753 -0.060
C 4.2428 -9.7480 3.7490 -0.398
C 4.4628 -8.2950 3.1237 -0.168
O 4.6443 -8.3610 1.6864 -0.205
C 3.8334 -7.3521 0.9774 -0.083
N 3.9915 -9.4994 5.1453 0.000
H 2.1687 -10.0853 3.2816 0.070
H 3.0099 -11.6486 3.8051 0.072
H 3.0989 -10.9209 2.2087 0.065
H 5.0767 -10.4339 3.5997 0.120
H 5.2219 -7.7184 3.6524 0.114
H 3.5931 -7.6706 3.3281 0.103
H 4.0842 -6.3618 1.3575 0.080
H 2.7655 -7.4401 1.1772 0.074
H 3.9555 -7.4905 -0.0969 0.083
H 4.8524 -9.3555 5.6535 0.070
H 3.6211 -10.2809 5.6669 0.066
C 1.1092 3.1351 0.5389 -0.080
C 0.8053 2.5153 -0.7436 -0.450
C -0.1130 1.2335 -0.6631 -0.192
O 0.5292 0.2860 -1.5156 -0.191
C -0.0979 -0.9858 -1.4496 -0.110
N 0.1007 3.4183 -1.6461 0.028
H 1.8873 3.8614 0.3042 0.088
H 1.3714 2.5196 1.3994 0.087
H 0.2477 3.7279 0.8460 0.078
H 1.7423 2.3761 -1.2828 0.136
H -1.1759 1.4274 -0.8071 0.119
H -0.1580 0.7770 0.3257 0.110
H -1.1869 -1.0103 -1.4096 0.084
H 0.3298 -1.4299 -0.5507 0.088
H 0.1566 -1.5299 -2.3592 0.087
H -0.5528 3.8740 -1.0253 0.058
H -0.4354 2.7473 -2.1774 0.060
C -4.4296 2.6050 6.4471 -0.076
C -5.0936 1.5162 7.3112 -0.418
C -5.1831 1.8960 8.7571 -0.224
O -5.3375 0.7631 9.5946 -0.168
C -6.6947 0.3255 9.7909 -0.106
N -6.4276 1.4087 6.6065 0.033
H -3.3423 2.5522 6.5031 0.072
H -4.8430 3.5112 6.8898 0.079
H -4.5750 2.6010 5.3668 0.071
H -4.5256 0.5865 7.2781 0.134
H -5.9451 2.6669 8.8722 0.130
H -4.2149 2.2963 9.0581 0.130
H -7.4527 1.1088 9.7934 0.090
H -6.9248 -0.2772 10.6695 0.078
H -6.9587 -0.4592 9.0819 0.072
H -6.9613 0.6687 7.0395 0.043
H -6.2571 1.0622 5.6732 0.059
C 1.7542 5.9407 -10.6756 -0.033
C 2.9865 5.0143 -10.1737 -0.427
C 2.6191 4.2581 -8.9507 -0.254
O 1.4249 3.5739 -9.2466 -0.187
C 0.9258 2.8964 -8.0775 -0.092
N 3.5477 4.1614 -11.1710 0.040
H 0.8477 5.8057 -10.0856 0.056
H 1.4963 5.8516 -11.7309 0.065
H 1.9375 6.9814 -10.4083 0.055
H 3.7060 5.6985 -9.7241 0.125
H 2.6373 4.8655 -8.0457 0.131
H 3.3999 3.5054 -8.8411 0.124
H 0.3726 1.9756 -8.2625 0.078
H 0.2839 3.5047 -7.4403 0.089
H 1.7523 2.4127 -7.5569 0.082
H 2.8060 3.4969 -11.3394 0.073
H 3.8520 4.4910 -12.0759 0.076
C 4.4961 -1.0371 6.8709 -0.082
C 5.6098 -0.1998 6.2617 -0.465
C 6.0121 0.8956 7.2407 -0.204
O 7.1281 1.6190 6.7176 -0.187
C 7.4853 2.6673 7.5876 -0.115
N 6.6343 -1.1203 5.8692 0.038
H 4.2439 -1.8711 6.2159 0.074
H 3.5168 -0.5865 7.0323 0.070
H 4.7724 -1.4339 7.8478 0.077
H 5.3011 0.2148 5.3021 0.139
H 6.2038 0.4697 8.2255 0.129
H 5.1313 1.5375 7.2566 0.130
H 7.4956 2.2838 8.6079 0.085
H 6.7673 3.4869 7.5573 0.083
H 8.4341 3.0886 7.2553 0.090
H 7.4021 -0.6987 6.3722 0.062
H 7.0023 -0.9094 4.9526 0.075
C -3.4985 -13.8707 -3.0590 -0.065
C -2.0384 -13.3153 -3.2437 -0.440
C -1.6874 -11.9843 -2.5313 -0.130
O -2.9077 -11.1801 -2.3885 -0.222
C -2.8772 -9.8499 -2.8114 -0.125
N -1.2106 -14.3996 -2.8064 0.004
H -3.9203 -13.5659 -2.1013 0.071
H -3.6141 -14.9385 -3.2451 0.073
H -4.0661 -13.2660 -3.7663 0.065
H -1.9937 -13.1470 -4.3197 0.127
H -0.7753 -11.5200 -2.9063 0.128
H -1.6107 -12.4181 -1.5343 0.113
H -3.7275 -9.4969 -2.2279 0.093
H -2.9301 -9.8792 -3.8998 0.089
H -2.0230 -9.2509 -2.4957 0.080
H -1.5333 -14.7687 -1.9234 0.071
H -1.2832 -15.1847 -3.4375 0.070
C -0.2198 8.9667 7.7054 -0.092
C 0.4149 10.2321 8.0920 -0.497
C -0.1775 10.9753 9.3241 -0.123
O -1.3208 11.9159 9.1330 -0.184
C -1.0671 12.8591 8.1027 -0.139
N 1.8336 9.9747 8.1893 0.040
H 0.0926 8.5984 6.7282 0.082
H -1.2579 9.2733 7.5771 0.090
H -0.0303 8.1530 8.4055 0.087
H 0.1450 10.9022 7.2758 0.114
H 0.6606 11.5128 9.7677 0.117
H -0.6105 10.1759 9.9253 0.119
H -1.1559 12.3093 7.1657 0.072
H -0.0764 13.3109 8.0533 0.087
H -1.6591 13.7742 8.0901 0.086
H 1.9918 9.7764 7.2117 0.071
H 2.0147 9.1509 8.7448 0.072
C -5.9944 -2.5547 -4.8790 -0.041
C -7.4369 -2.7335 -4.3161 -0.475
C -7.9346 -1.5974 -3.3776 -0.206
O -7.1932 -1.4839 -2.2037 -0.191
C -7.1955 -0.2497 -1.5163 -0.110
N -8.3168 -2.8908 -5.3963 0.027
H -5.6667 -3.4875 -5.3379 0.070
H -5.4765 -2.2192 -3.9805 0.068
H -5.8216 -1.8469 -5.6898 0.075
H -7.5396 -3.5912 -3.6514 0.133
H -8.9666 -1.7266 -3.0514 0.127
H -7.8212 -0.6546 -3.9129 0.123
H -8.0768 -0.0661 -0.9018 0.083
H -7.0839 0.6136 -2.1725 0.082
H -6.3405 -0.1401 -0.8491 0.083
H -8.0474 -3.7282 -5.8925 0.079
H -9.0243 -3.2849 -4.7928 0.073
C 3.5151 -6.4489 -7.5446 -0.057
C 2.7426 -7.1495 -8.6653 -0.474
C 2.3832 -8.6544 -8.4650 -0.182
O 3.4686 -9.5100 -8.3703 -0.192
C 4.5921 -9.5659 -9.2138 -0.111
N 1.6176 -6.3537 -8.8753 0.017
H 3.8694 -5.4523 -7.8080 0.078
H 4.4617 -6.9800 -7.4452 0.069
H 3.0681 -6.4623 -6.5506 0.084
H 3.4072 -7.0161 -9.5189 0.123
H 1.8134 -9.1124 -9.2734 0.120
H 1.7342 -8.8191 -7.6049 0.128
H 4.3560 -9.0847 -10.1629 0.080
H 4.8754 -10.5965 -9.4279 0.085
H 5.5013 -9.0534 -8.8995 0.079
H 1.0786 -6.5151 -9.7140 0.080
H 2.0609 -5.4594 -9.0294 0.073
```